Computed, not measured: a structure of composition C15H84INO30 in a non-equilibrium geometry, with ωB97M-V with the def2-TZVPD basis set.

LUMO in eV: -0.35
E_HOMO in Ha: -0.3543

```
! wB97M-V def2-TZVPD RIJCOSX def2/J DEFGRID3
* xyz 0 1
C 1.88 -0.78 1.32
C 2.22 -2.15 1.94
N 1.18 -3.21 1.96
C 0.57 -3.52 0.61
C 1.58 -3.68 -0.56
C 1.30 -2.60 -1.62
C 2.49 -2.13 -2.44
C 1.97 -0.96 -3.32
C 1.96 0.31 -2.44
C 3.03 1.34 -2.83
C 3.42 2.19 -1.64
O 2.48 3.24 -1.44
C 2.98 4.24 -0.57
C 0.15 -2.84 2.81
O 0.21 -2.02 3.71
O -1.03 -3.50 2.59
C -2.10 -2.64 2.21
C -2.87 -3.27 1.04
C -4.35 -3.49 1.40
I -5.63 -3.47 -0.35
H 0.81 -0.56 1.26
H 2.37 -0.69 0.36
H 2.34 -0.01 1.93
H 3.12 -2.52 1.44
H 2.54 -1.96 2.96
H 0.04 -4.46 0.72
H -0.16 -2.77 0.31
H 2.62 -3.70 -0.24
H 1.39 -4.64 -1.02
H 0.86 -1.71 -1.17
H 0.55 -2.99 -2.31
H 2.87 -2.92 -3.10
H 3.28 -1.73 -1.80
H 0.94 -1.22 -3.56
H 2.53 -0.84 -4.25
H 2.18 -0.03 -1.43
H 0.97 0.78 -2.44
H 2.67 1.92 -3.68
H 3.92 0.79 -3.14
H 3.47 1.54 -0.75
H 4.43 2.60 -1.81
H 2.62 4.03 0.43
H 4.07 4.29 -0.58
H 2.60 5.20 -0.92
H -1.71 -1.67 1.87
H -2.78 -2.44 3.04
H -2.44 -4.22 0.75
H -2.85 -2.61 0.17
H -4.54 -4.44 1.89
H -4.70 -2.68 2.04
O 5.03 6.54 -1.47
H 4.50 6.73 -2.25
H 5.94 6.70 -1.74
O 2.03 1.97 0.37
H 2.58 2.51 -0.22
H 1.32 1.66 -0.21
O -8.85 -3.45 1.39
H -9.49 -3.52 0.67
H -8.00 -3.33 0.94
O -1.90 -3.74 -2.01
H -2.66 -3.75 -2.60
H -1.49 -4.60 -2.13
O 2.84 2.21 2.02
H 3.15 2.97 1.50
H 2.21 1.75 1.45
O -7.81 -2.48 4.28
H -6.93 -2.86 4.19
H -8.24 -2.65 3.43
O 4.46 0.14 0.37
H 4.06 0.88 0.85
H 4.99 -0.30 1.04
O 3.00 8.53 -2.11
H 3.60 8.49 -1.36
H 2.22 8.99 -1.77
O -5.05 0.09 1.64
H -5.17 -0.77 1.23
H -4.64 -0.09 2.49
O -0.46 -1.88 -5.60
H 0.10 -1.26 -6.08
H -1.11 -2.15 -6.25
O 2.55 -1.59 5.51
H 1.85 -1.47 4.85
H 2.82 -2.50 5.38
O -3.27 -1.13 -2.94
H -3.98 -1.37 -2.33
H -2.50 -1.62 -2.64
O -7.82 -0.61 -0.49
H -7.13 -0.38 0.15
H -8.59 -0.11 -0.20
O 1.18 -4.97 6.23
H 0.86 -4.29 5.62
H 2.13 -4.83 6.26
O 3.21 9.77 -4.76
H 4.10 9.68 -5.12
H 3.21 9.23 -3.96
O 1.52 7.26 -5.55
H 2.06 8.06 -5.44
H 0.78 7.41 -4.95
O 2.51 -2.72 8.73
H 3.00 -2.08 8.21
H 1.86 -3.07 8.12
O 3.17 -1.33 -6.60
H 3.98 -1.86 -6.64
H 2.84 -1.35 -7.51
O 1.31 10.66 -0.90
H 1.82 11.46 -0.75
H 0.55 10.74 -0.31
O 0.43 3.15 -1.67
H 1.10 3.84 -1.82
H -0.21 3.56 -1.08
O -8.33 2.34 -1.54
H -7.86 1.69 -2.07
H -7.65 2.93 -1.21
O 0.18 3.80 1.78
H 0.99 3.43 1.40
H 0.18 3.50 2.69
O 1.95 -6.61 -1.51
H 2.78 -6.91 -1.88
H 1.96 -6.94 -0.60
O -7.62 -1.44 -3.33
H -7.71 -1.06 -2.45
H -7.60 -2.39 -3.17
O 0.11 4.56 -4.06
H 0.58 5.31 -4.45
H -0.49 4.26 -4.76
O 0.66 -4.29 10.34
H 1.17 -3.67 9.80
H -0.01 -4.65 9.75
O -1.52 -5.41 7.19
H -2.10 -5.37 6.42
H -0.63 -5.40 6.82
*
```